No. 1
Here is a single C19H19N3O5S molecule at a distorted geometry from the Open Molecules 2025 dataset. Energies are from ωB97M-V/def2-TZVPD.

Relative energy (zero: lowest compared OMol25 entry of this formula, charge and spin) (kcal per mole): 75.0
SMILES: COc1ccc(C(=O)Nc2ccc(S(=O)(=O)Nc3onc(C)c3C)cc2)cc1
Total energy (eV): -45553.1214
Total charge: 0
2S+1: 1

Last column: Löwdin charge in e.
Geometry (Å):
O  5.06563  -1.50944  1.29545  -0.263
C  1.63700  2.45435  0.48413  -0.310
S  4.54916  -1.10250  0.03221  0.692
H  -4.36059  -0.53783  -2.32868  0.122
C  2.78749  -1.34432  -0.03899  -0.297
H  3.06229  3.78925  -1.79229  0.085
C  -5.24918  0.03474  1.36056  0.007
C  -5.94860  -0.28353  -0.91986  -0.004
H  -6.71442  -0.36129  -1.67483  0.106
O  5.20496  -1.55060  -1.15994  -0.290
H  1.93550  2.56594  -2.37831  0.085
H  -3.16350  0.04387  1.73254  0.114
O  2.97448  1.08484  1.47736  0.011
H  -8.57765  0.76064  -0.74370  0.097
C  2.12381  -0.99474  -1.19987  -0.045
H  0.75245  4.30803  -0.04712  0.085
C  0.72188  -1.55218  1.12602  0.001
H  2.69517  -0.79058  -2.09193  0.125
C  -3.59858  -0.30940  -0.35418  -0.148
H  0.17249  -1.75924  2.03245  0.118
C  0.74572  -0.90040  -1.20100  0.016
H  -9.51288  0.09224  0.61604  0.095
N  -1.33861  -0.97920  0.06868  0.144
H  -8.65773  -1.00746  -0.49284  0.097
H  4.99944  0.88740  -0.98931  0.115
H  0.21376  -0.60769  -2.09040  0.104
O  -7.53495  0.04359  0.90260  -0.075
C  2.09852  -1.63722  1.12230  -0.050
O  -1.87282  -0.07039  -1.95858  0.078
C  -4.62303  -0.38677  -1.29257  -0.005
H  -0.15742  2.88243  -0.55077  0.084
H  3.67081  2.21665  -2.32362  0.075
H  -0.14696  3.36135  1.15763  0.081
H  -5.51909  0.21983  2.38809  0.121
N  4.62033  0.61841  -0.09327  0.012
H  -1.73679  -1.24296  0.95941  0.130
C  0.03661  -1.14375  -0.02271  -0.200
C  2.69046  2.18899  -0.43282  -0.176
H  2.65684  -1.89176  2.00807  0.121
C  2.85295  2.71978  -1.81206  -0.023
N  1.81362  1.79524  1.59795  0.119
C  3.49298  1.31639  0.26019  -0.352
C  -3.93132  -0.08389  0.98257  -0.028
C  -6.27672  -0.07516  0.41791  -0.271
C  -8.61968  -0.03458  0.00677  -0.081
C  -2.20098  -0.42342  -0.84489  -0.412
C  0.44666  3.30700  0.25058  -0.010

Cartesian forces, eV/Å:
-0.3524 0.1381 0.2310
0.5891 -0.3775 0.1317
-0.0543 0.2387 -0.4186
0.0200 0.0038 -0.0869
0.7062 -0.0707 0.0658
0.0508 0.0421 -0.1148
-0.2686 -0.0117 0.0108
-0.3304 0.0311 0.0867
-0.0892 -0.0095 -0.0432
-0.1496 0.0712 -0.2040
-0.0011 -0.0032 -0.1692
0.0636 0.0062 0.0807
0.8110 0.0387 -0.3404
0.0089 -0.0383 0.0243
-0.0566 -0.1396 0.0379
-0.0450 0.0910 -0.0122
0.0302 -0.0256 -0.1444
-0.0009 0.0865 -0.1685
-0.3556 0.1046 -0.1020
-0.0539 -0.0080 0.1178
-0.0325 0.0356 -0.1663
0.0436 -0.0152 -0.0893
-0.2243 -0.0996 0.3733
0.0125 0.0449 0.0136
0.0657 -0.0727 -0.0929
0.0192 -0.0229 -0.0088
0.2954 0.0174 0.1860
-0.1165 -0.1273 0.0269
0.0285 -0.0064 -0.1353
0.3316 -0.0135 0.1458
-0.0863 0.0159 -0.0584
0.0273 0.0161 -0.1637
-0.0935 0.0490 0.0401
-0.0246 0.0321 0.1200
0.2552 -0.8393 0.3286
0.0041 0.0194 -0.2305
0.4968 0.0152 -0.0826
0.6571 -0.4494 0.3810
-0.0186 -0.0013 0.1721
-0.0887 -0.0417 0.1933
-0.9998 0.4047 0.3455
-1.1266 1.0432 -0.1854
-0.0450 -0.0447 -0.1954
0.2598 0.0083 0.0483
-0.2033 -0.0187 -0.1760
0.0104 -0.0465 0.1257
0.0302 -0.0705 0.1019



No. 2
Here is a single C19H19N3O5S molecule at a distorted geometry from the Open Molecules 2025 dataset. Energies are from ωB97M-V/def2-TZVPD.

Relative energy (zero: lowest compared OMol25 entry of this formula, charge and spin) (kcal per mole): 165.9
SMILES: COCCOc1cc2ncnc(/N=C3/CC(=O)C(SC)=CC3=O)c2cc1OC
Total energy (eV): -45549.1790
Total charge: 0
2S+1: 1

Last column: Löwdin charge in e.
Geometry (Å):
C  3.60676  -0.38423  -2.78733  -0.039
H  -4.38630  4.22833  5.72667  0.080
H  4.20720  -1.20334  -2.34932  0.149
C  2.68356  -0.01177  -5.28277  -0.440
C  -1.30848  -1.63635  0.47329  -0.259
H  -5.62926  3.11060  5.28482  0.063
H  -2.34448  2.00902  5.20130  0.147
C  0.64636  -0.58738  1.40731  0.043
C  0.67792  -0.23705  4.86965  -0.028
H  -1.80151  1.89229  2.94716  0.138
C  -2.02514  -1.23392  1.55044  0.071
H  1.76088  -0.36655  5.13982  0.103
N  -1.93350  -2.30673  -0.50339  0.107
S  2.88634  0.07393  -7.04392  0.901
N  1.96690  -1.20806  -1.30454  0.203
H  0.03641  -1.10397  4.91001  0.093
C  -1.26374  -2.65527  -1.63963  -0.124
O  0.67780  0.32342  3.53239  -0.113
H  -4.06082  1.36461  4.97758  0.105
H  -3.44585  1.27024  2.45711  0.141
C  0.66554  -1.49633  -0.92501  -0.285
O  -3.85400  3.06741  4.09364  -0.204
C  3.80448  -0.39123  -4.31405  -0.402
C  2.23172  -0.54743  -2.42818  -0.172
N  0.01113  -2.20271  -1.82701  0.113
O  -2.26508  0.01990  3.61461  -0.054
H  0.34649  0.62713  5.44656  0.084
H  -1.73573  -3.18220  -2.50896  0.119
H  -3.06315  -1.54524  1.55081  0.133
H  -5.44094  4.48508  4.35421  0.082
H  1.74863  -0.40641  1.59161  0.161
H  3.95026  0.53965  -2.29666  0.159
C  -0.03681  -0.31532  2.56288  -0.234
C  -2.67220  1.31673  3.22597  -0.149
O  4.85706  -0.47602  -4.74941  0.145
C  1.16784  0.03263  -3.36134  -0.326
O  0.25309  0.68882  -2.96486  0.133
C  1.40200  0.10162  -4.84240  -0.010
C  0.07287  -1.21403  0.34267  -0.076
H  4.89766  -1.28374  -7.08657  0.009
C  3.94339  -1.33119  -7.55794  -0.370
C  -1.46680  -0.42803  2.58773  -0.176
C  -3.25644  1.86034  4.53329  -0.173
H  4.15249  -1.22330  -8.63819  0.046
H  3.55720  -2.31689  -7.32792  0.040
H  0.65300  0.54463  -5.53754  0.130
C  -4.87477  3.73832  4.89540  -0.066

Cartesian forces, eV/Å:
1.1789 -0.4962 -0.5786
0.1032 0.2316 0.3511
-0.2148 0.4241 -0.2601
-1.7312 -1.7499 0.3898
2.6724 0.3770 -2.0791
-0.6447 -1.4243 0.4487
-1.3742 -0.0466 -0.2080
2.6169 0.3063 2.0354
1.1326 1.7687 -0.6407
0.0323 0.4281 -0.3152
-0.7943 1.7004 3.1026
-1.1041 -0.5582 -0.2067
-0.3590 -2.1745 -3.1997
0.5804 0.1248 -0.2728
1.1410 2.6093 -2.2040
0.0511 -0.2363 0.3856
0.2164 2.3285 2.8270
-0.0926 -0.3264 0.0828
-0.6701 -1.9540 0.7971
0.2242 0.0930 -0.1598
-1.3458 -1.1464 -0.7775
-1.1506 1.9526 -0.0194
-4.7022 2.1560 1.5471
-3.0571 -2.7900 3.6100
-0.5305 -0.6872 -0.9049
1.3024 -0.8734 -1.0956
-0.4000 -0.5842 0.6205
0.2888 0.4473 1.3141
-0.0652 0.2913 0.2731
0.5243 0.1275 -0.7830
-1.2648 -0.1491 -1.0750
0.2490 0.0482 -0.6919
-1.1070 1.2077 0.0728
-1.3646 -0.1972 1.9311
6.2322 -1.1005 -2.2268
0.4031 1.0949 -1.1991
-1.2387 0.1967 1.3847
1.8549 0.3316 0.0240
-1.0100 -0.8397 -1.3556
0.6816 0.3014 0.4678
0.2059 0.2067 -0.1736
0.1058 -3.0108 -1.3334
1.5019 2.5941 -0.9881
-0.5632 0.0413 0.4870
-0.5609 0.0027 -0.1284
0.1569 -0.8512 0.9291
1.8895 -0.1953 -0.2045